Entry 1:
{
  "formula": "C5H6N5S",
  "method": "ωB97M-V/def2-TZVPD",
  "total_energy_ev": -23557.375,
  "gap_ev": [7.969, 7.968],
  "spin_multiplicity": 1,
  "total_charge": 1,
  "species": ["C", "C", "C", "C", "C", "N", "N", "N", "N", "N", "S", "H", "H", "H", "H", "H", "H"],
  "xyz": [[1.3527, 0.5890, -0.6443], [1.2702, -1.6401, 0.1431], [-2.1100, 0.8961, -1.1408], [-0.1328, 0.7293, -0.3195], [-0.8726, -0.4554, -0.0325], [1.9197, -0.6231, -0.4126], [-0.0606, -1.6752, 0.4149], [-1.0374, 1.5787, -0.9395], [-2.0434, -0.4191, -0.6779], [1.0148, 0.4081, 1.9708], [0.9030, 1.7079, 0.9523], [1.6542, 1.3690, -1.3320], [1.6349, -2.6454, 0.3451], [-2.9712, 1.2540, -1.7644], [-2.5946, -1.2096, -1.0548], [1.9208, 0.0873, 2.1224], [0.1521, 0.0487, 2.3696]],
  "forces_ev_per_angstrom": [[-1.119, -1.936, 0.087], [-2.659, 1.728, 0.120], [-0.557, 0.933, -1.695], [-1.026, 1.035, 0.020], [5.578, -6.548, 1.121], [0.805, 0.794, -0.816], [-3.675, 3.378, -1.836], [-0.733, 0.840, -1.263], [0.025, 0.100, 0.450], [-1.438, 2.739, -0.185], [-0.515, -2.252, 1.599], [0.797, -0.465, -0.278], [1.066, 0.497, -0.189], [0.866, -0.380, 1.009], [0.458, 0.598, 0.839], [1.364, -0.983, 0.754], [0.761, -0.077, 0.263]]
}

Entry 2:
{
  "formula": "C5H6N6",
  "method": "ωB97M-V/def2-TZVPD",
  "total_energy_ev": -14217.635,
  "gap_ev": 7.948,
  "spin_multiplicity": 1,
  "species": ["C", "C", "C", "C", "C", "H", "H", "H", "H", "H", "H", "N", "N", "N", "N", "N", "N"],
  "xyz": [[1.2930, 0.3482, 0.0267], [-0.9207, 1.9625, 0.2886], [-1.0911, 0.4288, -0.0278], [-1.8492, -1.4351, -0.2145], [-0.0677, -0.2685, -0.2378], [3.1505, -2.0187, 0.1942], [1.4317, -1.8847, 1.0415], [2.2791, 1.9686, -0.8878], [-1.7718, 2.6746, 0.2855], [-3.1578, 0.2694, 0.1704], [-2.5430, -2.4193, -0.3620], [2.1305, -1.6914, 0.1818], [2.3219, -0.3301, -0.0484], [1.3556, 1.7110, -0.2408], [0.2464, 2.5182, -0.0510], [-2.2962, -0.2381, 0.1123], [-0.5112, -1.5953, -0.2309]],
  "forces_ev_per_angstrom": [[-2.855, -0.408, -2.774], [1.919, -1.113, -2.755], [-4.853, 10.379, 3.196], [-0.552, -7.184, 0.112], [4.219, -3.362, 1.818], [-2.552, -0.145, 0.932], [2.711, 0.201, -2.518], [-3.634, -0.061, 2.544], [0.697, -0.605, 0.376], [-0.464, -0.609, -0.194], [1.678, 2.818, 0.558], [1.166, -0.871, 1.118], [1.974, -0.943, 1.256], [1.011, 0.938, -1.479], [-0.704, -0.869, 0.382], [2.384, 1.782, -1.107], [-2.144, 0.050, -1.466]]
}

Copy entry 1 word for word.
{
  "formula": "C5H6N5S",
  "method": "ωB97M-V/def2-TZVPD",
  "total_energy_ev": -23557.375,
  "gap_ev": [7.969, 7.968],
  "spin_multiplicity": 1,
  "total_charge": 1,
  "species": ["C", "C", "C", "C", "C", "N", "N", "N", "N", "N", "S", "H", "H", "H", "H", "H", "H"],
  "xyz": [[1.3527, 0.5890, -0.6443], [1.2702, -1.6401, 0.1431], [-2.1100, 0.8961, -1.1408], [-0.1328, 0.7293, -0.3195], [-0.8726, -0.4554, -0.0325], [1.9197, -0.6231, -0.4126], [-0.0606, -1.6752, 0.4149], [-1.0374, 1.5787, -0.9395], [-2.0434, -0.4191, -0.6779], [1.0148, 0.4081, 1.9708], [0.9030, 1.7079, 0.9523], [1.6542, 1.3690, -1.3320], [1.6349, -2.6454, 0.3451], [-2.9712, 1.2540, -1.7644], [-2.5946, -1.2096, -1.0548], [1.9208, 0.0873, 2.1224], [0.1521, 0.0487, 2.3696]],
  "forces_ev_per_angstrom": [[-1.119, -1.936, 0.087], [-2.659, 1.728, 0.120], [-0.557, 0.933, -1.695], [-1.026, 1.035, 0.020], [5.578, -6.548, 1.121], [0.805, 0.794, -0.816], [-3.675, 3.378, -1.836], [-0.733, 0.840, -1.263], [0.025, 0.100, 0.450], [-1.438, 2.739, -0.185], [-0.515, -2.252, 1.599], [0.797, -0.465, -0.278], [1.066, 0.497, -0.189], [0.866, -0.380, 1.009], [0.458, 0.598, 0.839], [1.364, -0.983, 0.754], [0.761, -0.077, 0.263]]
}

What did the second record say?
{
  "formula": "C5H6N6",
  "method": "ωB97M-V/def2-TZVPD",
  "total_energy_ev": -14217.635,
  "gap_ev": 7.948,
  "spin_multiplicity": 1,
  "species": ["C", "C", "C", "C", "C", "H", "H", "H", "H", "H", "H", "N", "N", "N", "N", "N", "N"],
  "xyz": [[1.2930, 0.3482, 0.0267], [-0.9207, 1.9625, 0.2886], [-1.0911, 0.4288, -0.0278], [-1.8492, -1.4351, -0.2145], [-0.0677, -0.2685, -0.2378], [3.1505, -2.0187, 0.1942], [1.4317, -1.8847, 1.0415], [2.2791, 1.9686, -0.8878], [-1.7718, 2.6746, 0.2855], [-3.1578, 0.2694, 0.1704], [-2.5430, -2.4193, -0.3620], [2.1305, -1.6914, 0.1818], [2.3219, -0.3301, -0.0484], [1.3556, 1.7110, -0.2408], [0.2464, 2.5182, -0.0510], [-2.2962, -0.2381, 0.1123], [-0.5112, -1.5953, -0.2309]],
  "forces_ev_per_angstrom": [[-2.855, -0.408, -2.774], [1.919, -1.113, -2.755], [-4.853, 10.379, 3.196], [-0.552, -7.184, 0.112], [4.219, -3.362, 1.818], [-2.552, -0.145, 0.932], [2.711, 0.201, -2.518], [-3.634, -0.061, 2.544], [0.697, -0.605, 0.376], [-0.464, -0.609, -0.194], [1.678, 2.818, 0.558], [1.166, -0.871, 1.118], [1.974, -0.943, 1.256], [1.011, 0.938, -1.479], [-0.704, -0.869, 0.382], [2.384, 1.782, -1.107], [-2.144, 0.050, -1.466]]
}